Entry 1:
Entry from the OMol25 dataset: C33H33BrGeN2NiO6P2 as an isolated structure (the ωB97M-V functional and the def2-TZVPD basis).

Atoms and positions in Å:
Ni -2.8935 0.5932 0.0903
N -3.0635 2.4610 -4.2046
C -3.2400 2.8097 -2.7383
C -3.6856 4.2586 -2.6597
P -1.5950 2.5378 -1.9800
O -1.2127 1.0815 -2.5783
O -0.6892 3.5335 -2.6133
O -1.8318 2.4424 -0.5021
P -4.5545 1.6136 -2.2329
O -5.0917 2.2096 -0.8475
O -5.5594 1.7568 -3.3306
O -3.8195 0.3314 -1.9754
H -2.4950 3.1736 -4.6605
H -4.0185 2.3652 -4.5871
H -2.5705 1.5619 -4.2502
H -2.9158 4.9217 -3.0615
H -3.8405 4.5110 -1.6117
H -4.6364 4.3958 -3.1826
H -1.7306 0.3851 -2.1188
H -4.5626 1.7857 -0.1414
Br -5.1681 -1.0685 0.8557
C -4.1082 -2.6281 0.5023
C -4.8145 -3.8380 0.4942
C -4.1095 -5.0274 0.4504
C -2.7142 -5.0134 0.4682
C -1.9959 -3.7880 0.5342
C -0.6014 -3.7638 0.6783
C 0.0838 -2.5539 0.7734
C -0.5927 -1.3477 0.6482
C -1.9907 -1.2729 0.4356
C -2.6891 -2.5151 0.4806
H -5.8968 -3.8279 0.5026
H -4.6476 -5.9697 0.4029
H -2.1526 -5.9428 0.4769
H -0.0644 -4.7070 0.7377
H 1.1580 -2.5849 0.9317
H 0.0263 0.3711 1.8320
C -1.8209 -0.0161 4.1847
C -2.3529 0.7809 3.0931
N -2.7926 1.1766 2.1122
H -1.3292 -0.8826 3.7323
H -2.6393 -0.3630 4.8147
H -1.1074 0.5493 4.7812
C 0.1611 -0.0418 0.8184
Ge 2.0939 -0.0179 0.5661
C 2.6984 1.8313 0.2473
C 1.7838 2.8323 -0.0729
C 2.2082 4.1243 -0.3669
C 3.5572 4.4366 -0.3252
C 4.4842 3.4521 0.0012
C 4.0538 2.1643 0.2778
C 3.1105 -0.5608 2.1792
C 3.4980 -1.8794 2.4252
C 4.1736 -2.2293 3.5862
C 4.4722 -1.2611 4.5366
C 4.0915 0.0550 4.3164
C 3.4225 0.3956 3.1479
C 2.7710 -1.0872 -0.9288
C 1.9263 -1.3256 -2.0143
C 2.3700 -2.0442 -3.1141
C 3.6662 -2.5433 -3.1450
C 4.5173 -2.3157 -2.0733
C 4.0675 -1.5914 -0.9748
H -0.2851 0.7148 0.1696
H 0.7216 2.6206 -0.1095
H 1.4705 4.8651 -0.6484
H 3.8918 5.4421 -0.5561
H 5.5422 3.6887 0.0314
H 4.7916 1.4056 0.5231
H 3.2672 -2.6544 1.7025
H 4.4594 -3.2619 3.7485
H 4.9955 -1.5329 5.4465
H 4.3148 0.8195 5.0515
H 3.1441 1.4316 2.9878
H 0.9071 -0.9586 -2.0018
H 1.6934 -2.2271 -3.9400
H 4.0095 -3.1133 -4.0010
H 5.5297 -2.7036 -2.0853
H 4.7456 -1.4262 -0.1428

Atomic forces in eV per Å
0.7 -0.6 0.1
-0.1 0.1 0.0
-0.1 0.2 -0.2
0.0 0.0 0.1
0.1 0.0 0.3
0.1 -0.1 -0.1
0.1 0.0 0.0
-0.1 0.1 -0.1
0.1 -0.1 0.2
-0.4 0.3 -0.5
0.0 0.0 -0.1
-0.1 0.0 0.0
0.0 0.0 0.0
0.0 -0.1 0.0
0.0 0.0 0.0
0.0 0.0 0.0
0.0 0.0 0.0
0.0 0.0 0.0
0.0 0.1 0.0
0.0 0.0 0.4
-0.1 0.1 0.0
0.0 0.0 0.0
0.0 0.0 0.0
0.0 0.0 0.0
0.0 0.0 0.0
0.0 0.1 0.0
0.1 0.0 0.0
0.0 -0.2 0.0
0.1 0.2 0.1
-0.1 0.1 0.1
0.0 0.0 0.0
0.0 0.0 0.0
0.0 0.0 0.0
0.0 0.0 0.0
0.0 0.0 0.0
0.1 0.1 0.0
0.0 0.0 0.0
0.1 0.0 0.0
-0.2 -0.3 0.0
0.0 0.3 -0.1
0.0 0.0 0.0
0.0 0.0 0.0
0.0 0.0 0.0
0.1 0.0 0.0
0.1 0.0 0.1
-0.1 0.0 0.0
0.0 0.0 0.0
0.0 0.0 0.0
0.0 0.0 0.0
0.0 0.1 0.0
0.1 -0.1 0.0
-0.1 0.0 0.0
0.0 0.0 0.0
0.0 0.1 0.0
0.0 0.0 0.0
0.0 -0.1 0.0
0.0 0.0 0.0
-0.2 0.0 0.0
0.0 0.0 0.0
0.0 0.0 0.0
0.0 0.0 0.0
0.0 0.0 0.0
0.1 0.0 0.0
0.0 0.0 -0.1
0.0 0.0 0.0
0.0 0.0 0.0
0.0 0.0 0.0
0.0 0.0 0.0
0.0 0.0 0.0
0.0 0.0 0.0
0.0 0.0 0.0
0.0 0.0 0.0
0.0 0.0 0.0
0.0 0.0 0.0
-0.1 0.0 0.1
0.0 0.0 0.0
0.0 0.0 0.0
0.0 0.0 0.0
0.0 0.0 0.0

Its energy above the lowest of the compared OMol25 structures with the same formula, charge and spin is 0.00 kJ/mol. The total charge is -2. Its HOMO energy (spin up / spin down) is 2.18 / -0.60 eV. Its spin multiplicity is 3. The value obtained for the energy is -8680.40788 Ha. For the HOMO-LUMO gap (spin up / spin down), the calculation gives 2.02 / 4.78 eV.


Entry 2:
Entry from the OMol25 dataset: C3H8N4 as an isolated structure (the ωB97M-V functional and the def2-TZVPD basis).

Atoms and positions in Å:
C -0.4353 0.1194 -0.0736
C 1.4902 -0.9663 -0.2050
C 1.7762 0.3921 0.3141
H -2.7790 -0.9895 -0.7262
H -2.7249 -1.0815 0.9901
H -2.1584 1.6998 -0.2309
H 2.2733 -1.6829 0.2078
H 1.8221 -1.0625 -1.1976
H 2.5603 1.0295 -0.0888
H 1.7099 0.3882 1.4850
H 0.3319 2.0610 -0.1138
N -2.7769 -0.3162 0.0579
N -1.6550 0.5329 -0.0595
N -0.0461 -1.1659 -0.0473
N 0.6118 1.0420 -0.3121

Atomic forces in eV per Å
4.3 -2.4 -1.4
0.8 -2.0 1.3
-1.2 1.9 1.2
0.2 0.5 0.4
0.4 3.2 -3.2
3.1 -4.9 0.8
-1.8 0.2 0.6
-0.4 0.3 -2.0
1.0 -0.9 0.4
0.3 0.2 -1.9
1.0 -2.2 0.0
0.0 -3.3 2.4
-6.8 4.9 0.0
1.4 2.5 0.4
-2.4 2.0 1.1

Its energy above the lowest of the compared OMol25 structures with the same formula, charge and spin is 413.95 kJ/mol. The total charge is 0. Its HOMO energy is -8.28 eV. The value obtained for the energy is -337.99613 Ha. For the HOMO-LUMO gap, the calculation gives 8.92 eV.


Entry 3:
Entry from the OMol25 dataset: a 4-piece molecular cluster, C16H36N5O13P4 overall (the ωB97M-V functional and the def2-TZVPD basis).

Atoms and positions in Å:
O 0.1280 2.6399 -0.8482
P 1.4126 2.0171 -0.5410
N 2.7677 3.1174 -0.5665
N 3.4816 3.3535 -1.7120
C 4.4382 4.1942 -1.3673
N 4.4155 4.5423 -0.0951
C 3.3516 3.8723 0.4002
N 2.8933 3.9058 1.6376
C 3.5060 4.6648 2.7177
C 3.7127 6.0122 2.5039
C 4.2959 6.7255 3.5496
C 4.5682 5.9857 4.6890
C 4.2873 4.6372 4.8027
N 3.7621 3.9539 3.7865
H 1.8242 1.0256 -1.4558
H 1.4769 1.4200 0.7343
H 3.2763 2.9462 -2.6138
H 5.1875 4.5622 -2.0514
H 2.0710 3.3886 1.9053
H 3.4581 6.4910 1.5704
H 4.5239 7.7772 3.4696
H 5.0039 6.4901 5.5438
H 4.5001 4.1205 5.7286
C 6.0690 -2.9433 -1.1384
O 4.9562 -2.1956 -1.6829
P 5.2350 -0.6626 -2.2222
O 3.8402 -0.1796 -2.4024
O 5.9230 -1.1747 -3.5904
C 5.1137 -1.8536 -4.5581
O 6.1005 0.7523 -2.3033
C 7.2151 0.9159 -1.3897
H 5.7296 -3.9596 -0.9619
H 6.9012 -2.9656 -1.8452
H 6.3958 -2.5085 -0.1946
H 4.0528 -1.6602 -4.4062
H 5.2991 -2.9261 -4.5009
H 5.4048 -1.4952 -5.5425
H 7.9607 0.1357 -1.5486
H 6.8682 0.8909 -0.3543
H 7.6718 1.8822 -1.5853
C -2.0862 0.9275 -0.9517
O -2.9124 -0.2046 -1.2788
P -4.5562 -0.0733 -1.0587
O -4.9638 -1.4842 -1.2029
O -4.7341 0.8105 -2.4133
C -4.4895 0.1802 -3.6687
O -5.9152 0.6256 -0.4214
C -5.7494 1.6127 0.6208
H -1.0801 0.7068 -1.2796
H -2.4341 1.8259 -1.4661
H -2.0843 1.0970 0.1263
H -4.5308 -0.9059 -3.5913
H -3.5096 0.4805 -4.0453
H -5.2550 0.5169 -4.3648
H -5.1611 2.4600 0.2608
H -5.2655 1.1685 1.4931
H -6.7358 1.9656 0.9077
C -7.8363 -4.2575 2.9379
O -6.4824 -3.9191 2.5843
P -5.4976 -5.1425 2.0383
O -4.1756 -4.4824 2.0833
O -6.1747 -5.1793 0.5717
C -5.9760 -4.0562 -0.3010
O -5.0903 -6.7460 1.9412
C -5.8631 -7.6884 2.7154
H -8.3694 -3.3327 3.1432
H -8.3338 -4.7752 2.1138
H -7.8550 -4.8835 3.8312
H -5.1276 -3.4506 -0.0033
H -6.8750 -3.4399 -0.3048
H -5.8034 -4.4362 -1.3055
H -6.9143 -7.6627 2.4192
H -5.7737 -7.4710 3.7821
H -5.4682 -8.6825 2.5254

Atomic forces in eV per Å
0.1 0.6 0.1
-0.8 -0.8 -0.4
-0.5 -0.9 0.0
0.4 0.3 0.1
0.7 0.4 -0.1
-0.5 -0.3 0.1
0.1 0.0 0.0
0.2 0.3 0.5
-0.4 -0.2 -1.2
0.4 0.6 0.4
-0.3 -1.1 -0.3
0.5 0.9 0.9
0.0 0.3 -0.3
0.0 0.0 0.3
0.4 0.2 0.2
0.5 0.3 0.0
-0.1 -0.3 0.1
-0.1 -0.1 -0.2
0.0 -0.2 -0.1
-0.1 -0.1 0.0
0.0 0.0 0.1
0.0 -0.1 0.0
0.0 -0.2 -0.1
0.1 -0.2 -0.1
1.7 1.6 2.2
-3.1 -0.3 -5.9
0.1 0.5 1.0
0.2 0.6 0.1
0.0 -0.5 0.0
0.7 -1.5 2.9
0.1 0.0 -0.1
-0.1 0.1 0.0
0.0 0.0 0.0
0.0 -0.1 0.0
0.0 0.1 0.1
0.0 0.0 0.0
0.1 0.1 0.1
0.0 0.0 0.0
0.1 0.0 0.0
-0.1 0.0 -0.1
-0.3 -0.1 -0.2
-0.5 1.4 2.8
-2.4 -2.7 -5.5
0.4 0.3 0.7
-0.4 0.2 0.3
0.4 0.1 -0.2
2.7 0.8 2.0
-0.1 0.0 0.0
-0.1 -0.2 -0.1
0.0 0.0 0.0
0.1 0.0 0.0
0.0 0.0 0.1
0.0 0.0 0.0
0.0 0.1 0.1
-0.1 0.0 0.0
-0.1 0.0 0.0
0.0 -0.1 -0.1
-0.1 0.1 -0.2
-0.4 -2.5 1.8
3.1 2.6 -5.0
-0.4 -0.2 0.8
0.1 -0.7 0.2
-0.4 0.2 0.1
-2.2 0.5 2.5
0.0 0.0 -0.1
0.1 0.0 0.0
0.0 0.0 0.0
-0.1 0.1 0.0
0.0 -0.1 0.1
0.1 0.1 0.0
0.0 -0.1 0.1
0.0 -0.1 0.0
0.0 -0.1 0.0
0.1 0.1 -0.1

The total charge is +1. Its HOMO energy is -10.76 eV. The value obtained for the energy is -3248.36706 Ha. For the HOMO-LUMO gap, the calculation gives 7.33 eV.


Result set for largest force on an atom: 0.9, 8.4, 6.7 eV/A, one per record in the order listed.